Here is one molecule with the formula C20H30N6O in a non-equilibrium geometry from the OMol25 dataset. Energies are from ωB97M-V/def2-TZVPD.

```
57
Properties=species:S:1:pos:R:3:lowdin_charge:R:1
C -2.017 3.169 -1.739 -0.073
H -1.621 3.241 -2.750 0.078
H -2.481 2.192 -1.623 0.069
C -0.910 3.390 -0.709 -0.414
C -1.466 3.311 0.710 -0.075
H -1.997 2.374 0.868 0.060
H -0.662 3.375 1.438 0.070
H -2.166 4.125 0.887 0.079
C 0.272 2.433 -0.922 -0.119
H 1.107 2.760 -0.301 0.113
H 0.576 2.501 -1.968 0.114
C -0.026 0.958 -0.596 -0.245
C 0.343 0.630 0.811 -0.278
N 0.954 1.387 1.695 0.080
N 1.124 0.640 2.779 -0.031
N 0.661 -0.527 2.611 0.057
N 0.156 -0.588 1.378 -0.057
C -0.493 -1.756 0.861 -0.116
H -0.248 -1.832 -0.202 0.111
H -0.090 -2.610 1.409 0.131
C -2.015 -1.676 1.069 -0.117
C -2.328 -1.503 2.530 -0.251
C -2.498 -0.236 3.071 -0.051
C -2.717 -0.072 4.427 -0.075
C -2.771 -1.177 5.257 -0.089
C -2.607 -2.445 4.727 -0.082
C -2.383 -2.606 3.372 -0.048
H -2.250 -3.597 2.961 0.112
H -2.649 -3.311 5.371 0.102
H -2.939 -1.050 6.316 0.101
H -2.839 0.921 4.833 0.104
H -2.457 0.634 2.429 0.098
H -2.416 -0.838 0.497 0.109
H -2.458 -2.597 0.688 0.119
N 0.647 -0.027 -1.440 -0.139
C 2.092 0.111 -1.474 -0.162
C 2.700 -1.160 -2.059 -0.126
H 3.788 -1.085 -2.035 0.110
H 2.403 -2.012 -1.443 0.120
C 2.190 -1.381 -3.489 -0.243
C 2.758 -0.328 -4.438 -0.525
O 2.109 0.538 -4.979 0.066
N 4.091 -0.450 -4.646 0.170
H 4.639 -1.181 -4.231 0.101
H 4.546 0.205 -5.259 0.113
C 0.660 -1.367 -3.478 -0.124
C 0.114 -0.118 -2.789 -0.172
H -0.976 -0.189 -2.727 0.127
H 0.369 0.760 -3.398 0.114
H 0.284 -1.395 -4.502 0.121
H 0.305 -2.256 -2.951 0.116
H 2.537 -2.357 -3.848 0.145
H 2.456 0.261 -0.455 0.129
H 2.409 0.975 -2.080 0.132
H -1.099 0.767 -0.719 0.131
H -0.516 4.402 -0.859 0.134
H -2.793 3.922 -1.621 0.077
```

Output
- E_LUMO: 0.6 eV
- SMILES: CC(C)C[C@H](c1nnnn1CCc1ccccc1)N1CCC(C(N)=O)CC1
- Energy: -32215.3395 eV
- Frontier orbital gap: 9.343 eV
- Largest force on an atom: 1.41 eV/Å
- Relative energy (zero: lowest compared OMol25 entry of this formula, charge and spin): 0.000 eV
- Molecular weight: 370.501 g mol⁻¹
- HOMO level: -8.77 eV

=====

Here is C20H30NO3PPdS as an isolated structure in a non-equilibrium geometry from the OMol25 dataset. Energies are from ωB97M-V/def2-TZVPD.

```
57
Properties=species:S:1:pos:R:3:lowdin_charge:R:1
C 0.481 2.879 -3.572 -0.036
C -0.777 2.483 -3.148 -0.020
C -0.946 1.392 -2.276 -0.259
C 0.184 0.736 -1.797 -0.151
C 1.453 1.206 -2.120 -0.294
C 1.602 2.254 -3.037 -0.015
C -2.361 1.014 -1.949 -0.131
C -2.724 -0.449 -1.726 -0.118
N -1.882 -1.460 -2.513 -0.212
Pd 0.091 -0.853 -0.496 0.793
C 2.654 0.558 -1.471 -0.262
P 2.310 -1.199 -1.097 0.717
H -1.662 2.997 -3.524 0.130
H 2.602 2.577 -3.318 0.126
H 0.586 3.683 -4.300 0.125
H 2.892 1.044 -0.504 0.108
H 3.542 0.609 -2.123 0.112
H -2.667 1.527 -1.026 0.127
H -3.013 1.409 -2.736 0.127
H -2.582 -0.708 -0.661 0.095
C 3.546 -1.665 0.134 -0.213
C 2.609 -2.029 -2.673 -0.192
H -3.770 -0.654 -1.991 0.142
C -1.352 -1.095 -3.859 0.026
C -2.575 -2.812 -2.529 0.026
H 1.355 -2.080 -0.253 -0.009
H -1.775 -1.778 -4.601 0.104
H -1.572 -0.059 -4.116 0.105
H -0.271 -1.250 -3.804 0.090
H -2.878 -3.009 -3.561 0.101
H -1.868 -3.575 -2.176 0.102
H -3.455 -2.771 -1.877 0.105
H 3.690 -2.028 -2.855 0.074
H 2.239 -3.059 -2.623 0.060
H 2.105 -1.509 -3.497 0.055
H 4.545 -1.650 -0.315 0.072
H 3.448 -0.977 0.983 0.068
H 3.293 -2.678 0.473 0.057
H -1.040 -1.581 -1.940 0.016
C 0.082 0.712 7.634 0.019
C -0.127 0.788 6.156 -0.172
C -0.285 -0.388 5.414 0.051
C -0.529 -0.353 4.043 0.011
C -0.569 0.868 3.371 -0.163
C -0.392 2.059 4.099 0.038
C -0.171 2.008 5.473 0.043
S -0.757 0.909 1.584 0.505
O 0.639 0.957 1.096 -0.321
O -1.362 -0.424 1.222 -0.427
O -1.599 2.048 1.302 -0.246
H -0.749 0.198 8.122 0.121
H 0.989 0.152 7.870 0.121
H 0.170 1.711 8.056 0.097
H -0.227 -1.353 5.927 0.150
H -0.698 -1.279 3.487 0.133
H -0.450 3.016 3.576 0.145
H -0.026 2.931 6.044 0.145
```

Output
- E_LUMO (spin up / spin down): -5.9 / -10.1 eV
- ⟨S²⟩: 6.0242
- Energy: -52440.8365 eV
- Net charge: +2
- Frontier orbital gap (spin up / spin down): 4.884 / 4.187 eV
- 2S+1: 5
- Largest force on an atom: 3.90 eV/Å
- Relative energy (zero: lowest compared OMol25 entry of this formula, charge and spin): 0.260 eV
- Molecular weight: 501.925 g mol⁻¹
- HOMO level (spin up / spin down): -10.76 / -14.28 eV

=====

Here is C20H31AuO3 as an isolated structure in a non-equilibrium geometry from the OMol25 dataset. Energies are from ωB97M-V/def2-TZVPD.

```
55
Properties=species:S:1:pos:R:3:lowdin_charge:R:1
O 0.253 5.022 -1.576 -0.208
C 1.285 5.550 -2.508 -0.126
C 0.522 6.846 -2.754 -0.073
H 1.397 4.876 -3.372 0.100
H 2.241 5.671 -1.968 0.127
C -0.419 6.341 -1.628 -0.559
H 0.022 6.909 -3.731 0.119
H 1.051 7.765 -2.508 0.113
C -1.866 6.290 -2.082 -0.022
H -2.021 5.543 -2.868 0.095
H -2.117 7.266 -2.513 0.093
H -2.527 6.127 -1.227 0.072
C -0.253 7.038 -0.292 -0.015
H 0.764 6.894 0.082 0.094
H -0.988 6.636 0.409 0.082
H -0.428 8.110 -0.410 0.091
Au -0.072 2.854 -0.295 0.952
C 1.212 0.667 2.207 -0.083
C 1.581 0.382 0.769 -0.373
C 1.791 1.807 0.192 -0.274
H 2.542 -0.172 0.739 0.149
C 1.799 2.694 1.322 -0.239
C 1.405 1.988 2.512 -0.141
H 1.336 2.420 3.512 0.093
H 0.785 -0.091 2.891 0.090
H 2.526 1.897 -0.622 0.082
H 2.274 3.688 1.331 0.088
C -2.568 0.739 0.994 -0.104
C -2.620 2.120 1.271 -0.065
C -2.260 2.853 0.087 -0.241
H -2.875 2.543 2.232 0.105
C -2.057 1.838 -0.965 -0.167
C -2.163 0.553 -0.347 -0.085
H -2.058 -0.429 -0.813 0.106
H -2.818 -0.082 1.674 0.105
H -2.434 3.926 -0.067 0.082
H -2.061 1.974 -2.038 0.087
O 0.456 2.325 -5.724 -0.152
C -0.048 1.786 -4.489 -0.205
C 1.018 1.998 -3.404 -0.194
H -0.317 0.716 -4.554 0.113
H -1.029 2.268 -4.282 0.109
C 2.328 2.201 -4.168 -0.155
H 1.085 1.197 -2.666 0.096
H 0.656 2.924 -2.914 0.060
C 1.866 2.648 -5.586 -0.181
H 2.805 1.209 -4.207 0.112
H 3.058 2.900 -3.767 0.102
H 2.398 2.131 -6.401 0.111
H 1.967 3.741 -5.803 0.114
C 0.155 -1.507 0.717 -0.116
O 0.599 -0.338 0.045 -0.193
H -0.845 -1.745 0.320 0.072
H 0.036 -1.417 1.808 0.067
H 0.873 -2.323 0.565 0.089
```

Output
- E_LUMO (spin up / spin down): 0.6 / -1.9 eV
- ⟨S²⟩: 2.0365
- Energy: -31070.2078 eV
- Frontier orbital gap (spin up / spin down): 5.439 / 5.519 eV
- 2S+1: 3
- Largest force on an atom: 2.59 eV/Å
- Relative energy (zero: lowest compared OMol25 entry of this formula, charge and spin): 0.275 eV
- Molecular weight: 516.432 g mol⁻¹
- HOMO level (spin up / spin down): -4.84 / -7.42 eV

=====

Here is C20H31BMnN11O5PS as an isolated structure in a non-equilibrium geometry from the OMol25 dataset. Energies are from ωB97M-V/def2-TZVPD.

```
71
Properties=species:S:1:pos:R:3:lowdin_charge:R:1
Mn -0.067 -1.322 -0.022 1.042
C -3.946 -2.570 0.650 0.007
C -2.743 -2.090 1.130 -0.066
N -1.890 -1.925 0.105 -0.052
N -2.526 -2.304 -1.033 0.048
C -3.766 -2.687 -0.720 -0.004
B -1.817 -2.338 -2.434 -0.616
N -1.293 -0.885 -2.667 0.060
C -1.357 -0.015 -3.680 -0.008
C -0.583 1.095 -3.369 -0.009
C -0.056 0.823 -2.120 -0.100
N -0.486 -0.376 -1.700 -0.057
N -0.586 -3.273 -2.303 0.027
C -0.174 -4.305 -3.060 -0.030
C 0.959 -4.845 -2.486 -0.015
C 1.187 -4.062 -1.357 -0.104
N 0.256 -3.112 -1.256 -0.019
N -2.765 -2.841 -3.474 -0.026
C -3.274 -4.103 -3.584 -0.105
C -4.201 -4.096 -4.588 -0.037
C -4.209 -2.761 -5.045 -0.122
N -3.356 -2.014 -4.375 0.073
H -4.830 -2.802 1.216 0.118
H -2.449 -1.846 2.134 0.111
H -4.441 -3.021 -1.491 0.139
H -1.963 -0.253 -4.537 0.117
H -0.433 1.969 -3.976 0.113
H 0.609 1.400 -1.499 0.099
H -0.705 -4.581 -3.955 0.134
H 1.531 -5.685 -2.836 0.113
H 1.965 -4.147 -0.614 0.119
H -2.945 -4.902 -2.938 0.131
H -4.788 -4.925 -4.943 0.106
H -4.798 -2.324 -5.834 0.114
C 0.356 5.314 3.124 -0.092
N 0.148 3.946 3.774 -0.052
C 1.478 3.499 4.431 -0.073
N 2.539 3.534 3.491 -0.130
C 2.673 4.854 2.890 -0.130
N 1.440 5.247 2.207 -0.132
C 1.169 4.485 1.007 -0.227
P 0.940 2.618 1.468 1.120
C -0.340 2.937 2.772 -0.183
C 2.463 2.463 2.493 -0.235
H 0.574 6.014 3.930 0.154
H -0.577 5.587 2.633 0.151
H -0.558 4.030 4.509 0.192
H 1.311 2.494 4.819 0.149
H 1.651 4.204 5.244 0.154
H 3.495 4.851 2.177 0.145
H 2.889 5.586 3.669 0.148
H 2.008 4.553 0.316 0.103
H 0.263 4.836 0.512 0.103
H -0.606 2.037 3.319 0.077
H -1.249 3.327 2.312 0.124
H 3.338 2.520 1.843 0.113
H 2.468 1.495 2.992 0.085
O 0.384 -1.581 1.880 -0.345
S 0.126 -0.213 2.489 0.377
O -1.284 0.051 2.581 -0.286
O 0.669 0.694 1.302 -0.520
O 0.905 0.037 3.665 -0.257
C 4.285 -0.549 -0.303 -0.049
C 3.101 -1.176 0.387 -0.218
O 1.910 -1.045 -0.449 -0.180
H 5.160 -0.619 0.343 0.097
H 4.100 0.503 -0.524 0.081
H 4.527 -1.062 -1.235 0.091
H 2.847 -0.681 1.319 0.100
H 3.258 -2.235 0.596 0.128
H 2.080 -1.431 -1.320 0.115
```

Output
- E_LUMO (spin up / spin down): -7.0 / -7.4 eV
- ⟨S²⟩: 8.7987
- Energy: -99980.5399 eV
- Net charge: +2
- Frontier orbital gap (spin up / spin down): 6.620 / 6.205 eV
- 2S+1: 6
- Largest force on an atom: 1.04 eV/Å
- Molecular weight: 634.331 g mol⁻¹
- HOMO level (spin up / spin down): -13.62 / -13.62 eV